# 1
C22H25Cl54IO3S | ωB97M-V/def2-TZVPD

Cartesian coordinates (Å):
O  2.944  -2.242  3.359
C  1.847  -1.788  3.061
O  1.308  -0.688  3.701
S  1.849  0.705  2.927
O  1.078  -2.300  2.118
C  -0.341  -2.362  2.406
C  -1.116  -1.092  2.127
C  -2.183  -0.851  3.148
I  -3.710  -2.321  2.903
H  0.937  0.801  1.942
H  -0.505  -2.731  3.392
H  -0.703  -3.106  1.736
H  -0.487  -0.231  2.131
H  -1.548  -1.175  1.152
H  -1.794  -0.871  4.141
H  -2.641  0.086  2.939
C  -0.810  1.234  -1.602
Cl  -0.165  2.227  -0.285
Cl  0.438  0.152  -2.228
Cl  -2.243  0.353  -1.076
H  -1.099  1.904  -2.399
C  3.690  -2.317  6.692
Cl  4.393  -1.276  7.934
Cl  4.879  -3.471  6.096
Cl  2.263  -3.159  7.310
H  3.381  -1.698  5.862
C  -6.015  0.167  0.132
Cl  -5.250  1.055  1.449
Cl  -4.894  -0.992  -0.580
Cl  -7.478  -0.640  0.696
H  -6.296  0.875  -0.635
C  -1.858  -3.196  -3.556
Cl  -2.808  -2.686  -2.163
Cl  -1.535  -4.924  -3.518
Cl  -2.658  -2.743  -5.065
H  -0.911  -2.677  -3.511
C  -10.550  0.663  -0.823
Cl  -10.735  0.420  -2.560
Cl  -9.619  2.123  -0.485
Cl  -12.124  0.727  -0.029
H  -10.004  -0.179  -0.424
C  -1.566  -5.512  5.451
Cl  -1.747  -5.791  3.715
Cl  -0.688  -4.010  5.758
Cl  -3.134  -5.492  6.254
H  -0.989  -6.327  5.863
C  3.874  3.918  5.193
Cl  3.152  4.659  6.622
Cl  4.085  2.187  5.441
Cl  2.898  4.265  3.761
H  4.850  4.362  5.046
C  3.277  -2.448  -3.938
Cl  2.926  -2.093  -2.245
Cl  3.979  -4.053  -4.110
Cl  1.842  -2.283  -4.954
H  4.003  -1.725  -4.283
C  3.336  3.331  -0.618
Cl  3.044  2.563  0.949
Cl  5.061  3.399  -0.951
Cl  2.463  2.479  -1.895
H  2.968  4.353  -0.591
C  6.989  0.277  3.402
Cl  7.186  1.227  4.876
Cl  6.281  1.257  2.119
Cl  8.529  -0.414  2.886
H  6.311  -0.538  3.616
C  5.271  7.973  6.636
Cl  3.771  7.984  5.715
Cl  6.392  6.769  5.989
Cl  6.016  9.570  6.658
H  5.038  7.697  7.654
C  7.466  -6.590  5.106
Cl  6.077  -6.680  4.025
Cl  8.790  -7.596  4.516
Cl  7.989  -4.919  5.313
H  7.164  -6.968  6.072
C  6.792  1.358  -4.492
Cl  6.435  1.037  -6.189
Cl  7.662  2.890  -4.316
Cl  5.327  1.371  -3.519
H  7.437  0.571  -4.128
C  -12.808  -1.500  -5.154
Cl  -12.798  -2.971  -4.180
Cl  -11.170  -0.891  -5.390
Cl  -13.608  -1.770  -6.701
H  -13.359  -0.738  -4.615
C  -15.285  1.981  -5.229
Cl  -14.753  2.336  -6.870
Cl  -16.450  0.659  -5.216
Cl  -13.905  1.604  -4.192
H  -15.768  2.862  -4.831
C  -1.286  -7.890  -6.300
Cl  -0.744  -8.234  -4.654
Cl  -2.408  -6.533  -6.325
Cl  0.092  -7.585  -7.358
H  -1.804  -8.763  -6.668
C  3.515  6.855  -2.754
Cl  4.434  7.855  -1.633
Cl  4.547  5.625  -3.480
Cl  2.125  6.122  -1.937
H  3.135  7.490  -3.541
C  6.939  5.851  -6.687
Cl  8.692  5.945  -6.846
Cl  6.282  7.360  -6.054
Cl  6.188  5.434  -8.226
H  6.710  5.065  -5.981

Summary:
HOMO energy, eV: -9.4
Spin multiplicity: 1

***

# 2
C16H23IN2Pb | ωB97M-V/def2-TZVPD

Cartesian coordinates (Å):
C  -4.004  -3.095  -3.061
C  -5.147  -2.481  -2.246
H  -3.890  -2.590  -4.026
H  -4.186  -4.157  -3.260
H  -3.050  -3.016  -2.528
H  -4.892  -1.473  -1.903
H  -6.064  -2.408  -2.841
H  -5.373  -3.086  -1.361
C  2.249  0.694  -2.100
C  3.325  1.455  -2.542
C  3.531  2.716  -1.984
C  2.653  3.169  -1.005
H  2.030  -0.297  -2.492
H  3.984  1.061  -3.308
H  4.360  3.339  -2.304
H  2.796  4.146  -0.559
N  1.399  1.127  -1.155
C  1.589  2.354  -0.604
C  0.610  2.745  0.423
N  -0.369  1.833  0.697
C  -1.293  2.137  1.628
C  -0.301  4.276  2.052
C  -1.296  3.338  2.324
H  -2.046  1.377  1.804
H  -2.068  3.525  3.063
C  0.656  3.971  1.093
H  1.440  4.683  0.864
H  -0.271  5.226  2.577
Pb  -0.293  0.071  -0.381
I  -0.069  -2.077  -1.797
C  2.292  -2.011  1.142
C  0.847  -2.341  1.526
C  0.806  -3.004  2.909
C  -0.034  -1.080  1.529
H  2.735  -1.296  1.867
H  2.337  -1.563  0.129
H  2.903  -2.939  1.134
H  0.435  -3.076  0.806
H  1.209  -2.320  3.687
H  -0.240  -3.270  3.176
H  1.407  -3.938  2.906
H  -1.064  -1.362  1.834
H  0.355  -0.363  2.284

Summary:
HOMO energy (alpha / beta), eV: -6.4 / -5.6
Spin multiplicity: 1
Relative energy (zero: lowest compared OMol25 entry of this formula, charge and spin), kJ/mol: 272.3

***

# 3
H14O6S2 | ωB97M-V/def2-TZVPD

Cartesian coordinates (Å):
S  -2.494  0.735  0.635
S  2.427  1.131  0.958
H  -3.719  1.202  0.781
H  3.703  0.575  0.919
H  2.173  0.735  -1.512
H  1.345  1.094  -2.763
O  1.951  0.434  -2.415
H  0.966  -1.971  -0.560
H  1.142  -1.195  -1.892
O  0.866  -2.060  -1.517
H  -1.317  -1.152  2.838
H  -1.651  -0.995  1.383
O  -1.216  -1.629  2.006
H  -2.997  -0.491  -1.577
H  -1.810  -1.175  -2.272
O  -2.708  -0.852  -2.420
H  0.398  -1.978  1.459
H  1.765  -1.155  1.408
O  1.372  -2.021  1.361
H  -0.181  3.873  0.429
H  -1.176  2.661  0.200
O  -0.399  3.128  -0.138

Summary:
HOMO energy, eV: -9.5
Spin multiplicity: 1
Relative energy (zero: lowest compared OMol25 entry of this formula, charge and spin), kJ/mol: 659.8

***

# 4
C18H32CoO10 | ωB97M-V/def2-TZVPD

Cartesian coordinates (Å):
Co  0.323  0.400  0.502
O  0.671  1.162  2.374
C  0.437  1.252  3.574
O  -0.843  1.280  3.975
C  -0.916  1.035  5.389
C  0.500  1.519  5.916
C  1.398  1.242  4.773
H  -1.092  -0.017  5.615
H  -1.600  1.687  5.933
H  0.867  1.056  6.832
H  0.448  2.573  6.189
H  2.055  0.374  4.728
H  2.067  2.093  4.647
O  2.359  0.132  -0.042
C  3.399  0.072  -0.644
O  4.519  0.500  -0.061
C  5.626  0.335  -0.967
C  4.987  -0.055  -2.315
C  3.580  -0.465  -2.049
H  6.445  -0.338  -0.714
H  6.087  1.299  -1.180
H  5.565  -0.744  -2.931
H  4.885  0.860  -2.899
H  3.405  -1.540  -2.007
H  2.869  -0.011  -2.738
O  0.034  -0.149  -1.519
C  -0.466  -0.563  -2.546
O  -1.322  -1.594  -2.496
C  -1.814  -1.961  -3.774
C  -1.402  -0.784  -4.655
C  -0.221  -0.158  -3.981
H  -2.883  -2.171  -3.826
H  -1.332  -2.909  -4.009
H  -2.239  -0.086  -4.646
H  -1.112  -1.001  -5.682
H  -0.156  0.928  -4.053
H  0.736  -0.592  -4.270
O  -1.770  0.617  0.605
C  -2.728  -0.060  0.191
O  -2.650  -1.372  0.009
C  -3.957  -1.968  -0.032
C  -4.917  -0.808  0.171
C  -4.077  0.399  -0.182
H  -4.173  -2.718  0.729
H  -4.158  -2.319  -1.044
H  -5.289  -0.643  1.183
H  -5.797  -0.870  -0.470
H  -4.288  1.336  0.332
H  -4.110  0.544  -1.262
C  -0.113  3.356  0.198
O  0.459  2.217  -0.403
H  -1.138  3.611  -0.071
H  0.026  3.294  1.278
H  0.405  4.277  -0.073
H  0.884  2.473  -1.225
C  0.283  -2.829  0.312
O  0.154  -1.652  1.100
H  -0.647  -3.248  -0.073
H  0.954  -2.635  -0.525
H  0.824  -3.600  0.860
H  -0.039  -2.065  1.945

Summary:
HOMO energy (alpha / beta), eV: -16.2 / -15.8
Spin multiplicity: 4
Relative energy (zero: lowest compared OMol25 entry of this formula, charge and spin), kJ/mol: 171.4
Total charge: +2

***

# 5
C17H22ClN3O4S2 | ωB97M-V/def2-TZVPD

Cartesian coordinates (Å):
O  2.985  1.677  -3.398
O  3.291  -0.306  -2.067
Cl  0.773  5.127  1.283
O  0.724  2.471  2.616
O  7.195  0.288  -2.465
S  2.396  1.229  0.820
C  1.388  2.523  1.436
C  2.018  3.259  -0.705
C  1.453  3.646  0.575
C  2.559  2.000  -0.737
C  -0.540  -0.782  3.557
C  0.295  0.288  3.401
C  -1.846  -0.759  3.080
C  -1.528  1.525  2.295
C  -0.184  1.459  2.748
C  -2.344  0.352  2.494
N  -5.949  -0.909  0.922
N  -3.694  0.351  1.950
N  5.028  1.590  -1.833
C  7.499  -1.097  -2.684
C  7.102  0.759  -1.123
C  5.697  0.790  -0.841
C  -4.687  -0.882  0.144
C  -5.999  -0.530  2.382
C  -3.736  0.181  0.530
C  -4.896  0.402  2.875
S  3.402  1.146  -2.074
H  2.024  3.985  -1.518
H  -0.225  -1.778  3.974
H  1.154  0.311  3.985
H  -2.476  -1.653  3.050
H  -1.957  2.326  1.783
H  -6.690  -1.591  0.755
H  5.489  1.485  -2.758
H  8.452  -1.254  -2.175
H  6.666  -1.786  -2.326
H  7.626  -1.362  -3.799
H  7.623  1.765  -1.009
H  7.671  0.062  -0.435
H  5.297  -0.215  -0.801
H  5.481  1.217  0.058
H  -4.812  -0.788  -0.918
H  -4.225  -1.820  0.363
H  -5.811  -1.454  2.943
H  -6.934  0.070  2.584
H  -4.014  1.108  0.001
H  -2.697  0.077  0.168
H  -5.422  1.370  2.903
H  -4.694  0.057  3.922

Summary:
HOMO energy, eV: -8.0
Spin multiplicity: 1
Relative energy (zero: lowest compared OMol25 entry of this formula, charge and spin), kJ/mol: 265.7
SMILES string: COCCNS(=O)(=O)c1cc(Cl)c(Oc2cccc(N3CCNCC3)c2)s1

***

# 6
C15H21F2NO4 | ωB97M-V/def2-TZVPD

Cartesian coordinates (Å):
C  5.086  2.233  0.063
C  3.881  2.313  0.965
O  2.756  1.947  0.116
C  1.536  1.914  0.691
C  0.543  2.075  -0.343
F  0.976  1.890  -1.592
C  -0.854  2.411  -0.211
O  -1.452  2.418  0.850
O  -1.345  2.692  -1.433
C  -2.546  3.499  -1.514
C  -2.825  3.667  -2.985
O  1.280  1.734  1.870
H  6.000  2.385  0.635
H  5.134  1.257  -0.431
H  5.028  3.006  -0.710
H  3.967  1.616  1.806
H  3.743  3.333  1.354
H  -3.372  2.987  -1.011
H  -2.381  4.473  -1.034
H  -3.784  4.164  -3.127
H  -2.048  4.280  -3.455
H  -2.849  2.697  -3.493
C  1.414  -1.545  1.889
C  0.265  -2.251  1.284
N  -0.479  -1.605  0.380
F  -0.121  -0.205  0.078
C  -1.522  -2.116  -0.281
C  -2.194  -1.268  -1.290
C  -1.879  -3.436  -0.003
C  -1.162  -4.189  0.934
C  -1.568  -5.604  1.246
C  -0.073  -3.576  1.567
H  1.859  -2.178  2.663
H  2.192  -1.343  1.139
H  1.134  -0.584  2.338
H  -3.027  -1.826  -1.729
H  -2.596  -0.345  -0.853
H  -1.504  -0.991  -2.098
H  -2.719  -3.881  -0.541
H  -0.896  -6.037  1.995
H  -2.594  -5.645  1.637
H  -1.536  -6.237  0.348
H  0.533  -4.133  2.284

Summary:
HOMO energy, eV: -5.8
Spin multiplicity: 1

***

# 7
CH10NO3 | ωB97M-V/def2-TZVPD

Cartesian coordinates (Å):
C  -0.510  1.955  0.427
N  -0.917  1.189  1.413
H  0.022  1.561  -0.444
H  -0.539  2.983  0.549
H  -1.381  1.528  2.246
H  -0.980  0.255  1.166
H  2.861  0.128  0.555
H  1.552  -0.386  0.034
O  1.864  0.248  0.639
H  -0.471  -3.122  -0.702
H  0.934  -2.716  -1.000
O  0.042  -2.289  -0.797
H  -0.398  -0.346  -1.934
H  -1.124  -0.952  -0.924
O  -0.955  -0.037  -1.228

Summary:
HOMO energy, eV: -15.5
Spin multiplicity: 1
Relative energy (zero: lowest compared OMol25 entry of this formula, charge and spin), kJ/mol: 104.5
Total charge: +1

***

# 8
C5H4O2 | ωB97M-V/def2-TZVPD

Cartesian coordinates (Å):
O  2.313  -1.102  0.134
C  1.235  -0.594  0.084
O  0.128  -1.460  0.057
C  -1.108  -0.966  -0.044
C  -1.446  0.350  -0.131
C  -0.480  1.393  -0.138
C  0.915  0.883  0.033
H  -1.837  -1.779  -0.058
H  -2.507  0.577  -0.217
H  1.296  1.350  0.951
H  1.579  1.340  -0.714

Summary:
HOMO energy, eV: -8.4
Spin multiplicity: 1
Relative energy (zero: lowest compared OMol25 entry of this formula, charge and spin), kJ/mol: 294.1

***

# 9
C5H10NO2P | ωB97M-V/def2-TZVPD

Cartesian coordinates (Å):
C  -1.792  -0.072  0.924
C  -0.597  -0.919  0.490
C  -0.164  1.534  0.627
C  -0.987  -1.438  -0.911
C  -0.207  2.195  -0.783
N  0.563  -0.121  0.233
O  -2.874  -0.464  1.209
O  -1.434  1.179  1.094
P  1.820  -0.190  1.358
H  -0.257  -1.798  1.111
H  0.488  2.089  1.374
H  -0.631  -0.735  -1.636
H  -2.045  -1.533  -1.087
H  -0.447  -2.469  -1.054
H  0.692  1.832  -1.270
H  -0.099  3.363  -0.696
H  -1.181  2.034  -1.118
H  2.662  -0.489  0.301
H  1.713  -1.560  1.745

Summary:
HOMO energy, eV: -8.9
Spin multiplicity: 1
Relative energy (zero: lowest compared OMol25 entry of this formula, charge and spin), kJ/mol: 274.5

***

# 10
C17H31NNiO4S2Si | ωB97M-V/def2-TZVPD

Cartesian coordinates (Å):
Ni  -2.206  -0.601  -0.238
C  0.587  -3.039  0.115
C  1.292  -1.831  -0.493
C  2.423  -1.364  0.419
C  1.836  -2.180  -1.877
O  0.289  -0.830  -0.622
Si  0.339  0.806  -0.865
S  -1.565  1.463  -1.188
O  1.450  0.963  -2.089
C  2.139  2.118  -2.544
C  2.420  1.882  -4.026
C  1.301  3.383  -2.371
C  3.451  2.238  -1.770
O  1.156  1.505  0.411
C  0.711  1.938  1.692
C  -0.254  0.938  2.323
C  0.049  3.308  1.564
C  1.974  2.044  2.543
H  1.293  -3.856  0.286
H  -0.208  -3.382  -0.548
H  0.128  -2.759  1.064
H  3.177  -2.150  0.507
H  2.040  -1.136  1.415
H  2.894  -0.464  0.021
H  2.509  -3.039  -1.816
H  2.370  -1.331  -2.303
H  1.006  -2.431  -2.540
H  1.479  1.801  -4.572
H  2.973  0.950  -4.154
H  3.007  2.701  -4.449
H  0.339  3.271  -2.870
H  1.826  4.242  -2.796
H  1.115  3.579  -1.314
H  4.054  1.340  -1.924
H  3.239  2.335  -0.705
H  4.025  3.105  -2.105
H  -1.177  0.867  1.747
H  -0.507  1.248  3.340
H  0.199  -0.055  2.366
H  -0.823  3.238  0.913
H  0.755  4.023  1.133
H  -0.263  3.678  2.543
H  2.451  1.066  2.630
H  1.739  2.412  3.544
H  2.682  2.731  2.074
O  -3.254  -0.925  1.470
N  -4.116  -1.921  1.442
C  -4.869  -2.098  2.554
C  -5.795  -3.094  2.657
C  -5.964  -3.958  1.565
C  -5.197  -3.771  0.447
C  -4.240  -2.738  0.347
S  -3.279  -2.483  -1.030
H  -4.654  -1.378  3.328
H  -6.369  -3.189  3.567
H  -6.687  -4.762  1.599
H  -5.290  -4.412  -0.419

Summary:
HOMO energy (alpha / beta), eV: -3.8 / -3.3
Spin multiplicity: 2
Total charge: -1

***

# 11
C4H11NOP | ωB97M-V/def2-TZVPD

Cartesian coordinates (Å):
C  -0.353  -1.209  -0.009
C  -1.383  -1.774  -0.855
C  2.275  1.029  -0.059
C  -0.154  0.327  -0.122
N  1.062  0.568  0.726
O  0.206  -1.683  0.979
P  -1.885  1.756  0.247
H  -2.198  -2.361  -0.357
H  -1.955  -1.096  -1.466
H  -0.969  -2.675  -1.404
H  2.062  1.978  -0.764
H  3.071  1.274  0.625
H  2.558  0.231  -0.753
H  0.186  0.479  -1.092
H  1.375  -0.398  1.014
H  0.782  1.193  1.508
H  -2.861  0.751  0.164
H  -1.820  1.612  1.620

Summary:
HOMO energy, eV: -14.4
Spin multiplicity: 1
Relative energy (zero: lowest compared OMol25 entry of this formula, charge and spin), kJ/mol: 166.4
SMILES string: C[NH2+][C@H](P)C(C)=O
Total charge: +1

***

Which value of spin multiplicity does entry 1 give?
1

***

Which of these has the highest spin multiplicity?
C18H32CoO10